Entry 1:
Below is a cluster of 8 separate species, C35H79BClN2O10 in total, with properties calculated with the ωB97M-V functional and the def2-TZVPD basis.

Last column: Mulliken charge in e.
Geometry (Å):
C (5.5535, -3.3964, 2.1979)  -1.397
N (6.0842, -4.6960, 1.7330)  0.393
C (7.2737, -5.0580, 2.2026)  -0.219
C (7.8640, -6.2335, 1.8836)  -0.560
C (7.1984, -7.0911, 1.0373)  0.853
C (7.7195, -8.4403, 0.6186)  -0.442
O (7.2644, -9.4132, 1.1869)  -0.483
O (8.6554, -8.5466, -0.3284)  -0.407
C (5.9587, -6.7084, 0.5457)  0.607
Cl (5.1541, -7.7670, -0.5557)  -0.150
C (5.3943, -5.5127, 0.9106)  -0.243
B (3.9224, -5.1299, 0.3358)  0.369
N (2.7366, -5.9284, 0.5440)  -0.552
O (3.7948, -3.9631, -0.3523)  -0.101
H (4.9788, -2.8610, 1.4476)  0.278
H (4.9655, -3.5261, 3.1107)  0.613
H (6.3896, -2.7527, 2.4735)  0.373
H (7.7910, -4.3954, 2.8856)  0.444
H (8.8351, -6.5233, 2.2629)  0.521
H (8.9729, -9.4619, -0.2540)  0.394
H (2.6396, -6.5662, -0.2405)  0.267
H (2.7597, -6.4465, 1.4150)  0.256
H (4.6727, -3.5717, -0.4620)  0.015
C (1.7345, -0.6998, 6.5239)  -1.014
C (2.9995, -0.6054, 5.6898)  -0.293
O (3.4485, -1.8561, 5.1840)  -0.430
C (2.5489, -2.5446, 4.3369)  -0.632
C (2.1697, -1.7707, 3.0866)  -0.746
H (1.8813, -1.3819, 7.3629)  0.309
H (1.4661, 0.2825, 6.9128)  0.396
H (0.8880, -1.0694, 5.9435)  0.226
H (3.8099, -0.2258, 6.3121)  0.339
H (2.8737, 0.1120, 4.8722)  0.272
H (1.6560, -2.8463, 4.8937)  0.400
H (3.0582, -3.4682, 4.0474)  0.254
H (1.6500, -0.8413, 3.3215)  0.206
H (1.5124, -2.3711, 2.4551)  0.488
H (3.0627, -1.5100, 2.5123)  0.241
C (1.9026, 0.9045, 0.2278)  -0.389
C (3.1686, 1.0039, -0.5999)  -0.715
O (3.6180, -0.2513, -1.0776)  -0.366
C (2.7265, -0.9577, -1.9219)  -0.105
C (2.3637, -0.2073, -3.1910)  -1.051
H (2.0554, 0.2304, 1.0720)  -0.164
H (1.6181, 1.8853, 0.6107)  0.511
H (1.0618, 0.5177, -0.3504)  0.226
H (3.9727, 1.3977, 0.0232)  0.369
H (3.0451, 1.7105, -1.4267)  0.385
H (1.8257, -1.2456, -1.3688)  0.486
H (3.2392, -1.8865, -2.1803)  0.047
H (1.8434, 0.7269, -2.9755)  0.144
H (1.7107, -0.8161, -3.8181)  0.476
H (3.2606, 0.0409, -3.7608)  0.228
C (-1.7742, 3.9731, -2.7754)  -0.588
C (-0.5064, 4.0704, -3.6068)  -0.572
O (-0.0511, 2.8167, -4.0954)  -0.397
C (-0.9458, 2.1113, -4.9375)  -0.240
C (-1.3265, 2.8661, -6.1993)  -1.127
H (-1.6231, 3.2995, -1.9293)  0.113
H (-2.0570, 4.9552, -2.3955)  0.469
H (-2.6141, 3.5877, -3.3536)  0.079
H (0.2994, 4.4645, -2.9861)  0.349
H (-0.6344, 4.7779, -4.4329)  0.325
H (-1.8393, 1.8139, -4.3772)  0.320
H (-0.4322, 1.1892, -5.2148)  0.307
H (-1.8505, 3.7965, -5.9775)  0.255
H (-1.9806, 2.2543, -6.8219)  0.397
H (-0.4348, 3.1203, -6.7747)  0.317
C (-6.8116, 2.6534, -0.9634)  -1.080
C (-5.9270, 3.8863, -1.0262)  -0.249
O (-5.3260, 4.0978, -2.2922)  -0.350
C (-6.2103, 4.2786, -3.3842)  -0.302
C (-7.1399, 5.4703, -3.2312)  -0.939
H (-6.2429, 1.7608, -1.2316)  0.314
H (-7.2115, 2.5266, 0.0441)  0.360
H (-7.6567, 2.7222, -1.6501)  0.280
H (-5.1048, 3.7702, -0.3186)  0.238
H (-6.4811, 4.7781, -0.7145)  0.276
H (-6.7803, 3.3608, -3.5666)  0.308
H (-5.5778, 4.4299, -4.2601)  0.337
H (-7.8013, 5.3662, -2.3698)  0.102
H (-7.7629, 5.5791, -4.1197)  0.399
H (-6.5643, 6.3871, -3.0943)  0.301
C (6.3792, -5.1072, -3.9358)  -1.473
C (6.0602, -4.2397, -2.7311)  0.909
O (7.0019, -3.2117, -2.4942)  -0.427
C (7.1720, -2.2578, -3.5352)  -0.537
C (5.9046, -1.4975, -3.8797)  -0.757
H (7.3680, -5.5568, -3.8305)  0.345
H (5.6400, -5.9035, -4.0357)  0.436
H (6.3763, -4.5333, -4.8620)  0.352
H (6.0689, -4.8656, -1.8321)  -0.195
H (5.0496, -3.8214, -2.8091)  -0.144
H (7.5952, -2.7389, -4.4225)  0.313
H (7.9237, -1.5549, -3.1768)  0.367
H (5.1172, -2.1563, -4.2508)  0.264
H (6.1092, -0.7550, -4.6512)  0.513
H (5.5167, -0.9857, -2.9966)  0.110
C (-2.4950, 2.9353, 4.3832)  -1.047
C (-1.2297, 3.0281, 3.5478)  -0.350
O (-0.7766, 1.7790, 3.0523)  -0.347
C (-1.6737, 1.0782, 2.2074)  -0.535
C (-2.0501, 1.8432, 0.9501)  -0.838
H (-2.3457, 2.2598, 5.2273)  0.278
H (-2.7678, 3.9195, 4.7654)  0.397
H (-3.3397, 2.5577, 3.8056)  0.247
H (-0.4210, 3.4161, 4.1680)  0.344
H (-1.3582, 3.7394, 2.7249)  0.319
H (-2.5662, 0.7790, 2.7677)  0.358
H (-1.1650, 0.1561, 1.9202)  0.321
H (-2.5686, 2.7753, 1.1781)  0.227
H (-2.7061, 1.2408, 0.3199)  0.504
H (-1.1543, 2.0974, 0.3801)  0.121
C (-10.8357, 2.3964, 3.3732)  -1.054
C (-9.9431, 3.6235, 3.2963)  -0.335
O (-9.3576, 3.8274, 2.0222)  -0.389
C (-10.2564, 4.0116, 0.9421)  -0.034
C (-11.1744, 5.2108, 1.1047)  -1.163
H (-10.2758, 1.5003, 3.1002)  0.288
H (-11.2223, 2.2738, 4.3856)  0.399
H (-11.6894, 2.4687, 2.6983)  0.264
H (-9.1125, 3.5039, 3.9925)  0.331
H (-10.4865, 4.5202, 3.6129)  0.310
H (-10.8346, 3.0968, 0.7707)  0.306
H (-9.6358, 4.1555, 0.0561)  0.078
H (-11.8238, 5.1148, 1.9756)  0.292
H (-11.8094, 5.3218, 0.2249)  0.393
H (-10.5895, 6.1234, 1.2305)  0.307

Forces on atoms 1 to 2 (eV/Å):
0.072 0.647 0.572
-0.084 0.181 -0.026

Output
Energy above the lowest of the compared OMol25 structures with the same formula, charge and spin, kcal per mole: 0.00
Total charge: +1
Orbital gap, eV: 6.3


Entry 2:
Below is a structure of composition C35H79N9O13, with properties calculated with the ωB97M-V functional and the def2-TZVPD basis.

Last column: Mulliken charge in e.
Geometry (Å):
C (17.5110, -16.9795, -1.5706)  -0.996
O (17.8121, -17.6549, -2.5332)  -0.856
N (17.2274, -17.5490, -0.3551)  1.220
C (16.6222, -16.6378, 0.6652)  -0.986
C (16.9406, -18.9877, -0.2202)  -2.005
H (17.3617, -15.8888, -1.5899)  0.478
H (16.8814, -16.9952, 1.6618)  0.311
H (15.5337, -16.6852, 0.6314)  0.174
H (16.9356, -15.5941, 0.6411)  0.466
H (17.4693, -19.6346, 0.4798)  1.228
H (15.8739, -19.2116, -0.2080)  1.317
H (17.4034, -19.5266, -1.0470)  -1.137
C (16.0946, -21.0250, -7.2751)  -0.076
O (15.0242, -21.3469, -6.7812)  -0.452
N (16.6382, -19.8318, -7.1459)  0.493
C (16.0318, -18.6674, -6.4018)  -1.555
C (18.0397, -19.6514, -7.5762)  -1.201
H (16.7411, -21.7619, -7.7764)  0.283
H (16.7300, -17.8448, -6.2474)  0.816
H (15.8942, -18.9110, -5.3483)  0.022
H (15.1425, -18.4565, -6.9958)  0.811
H (18.6060, -20.5458, -7.8362)  0.466
H (18.1815, -18.9416, -8.3911)  0.226
H (18.6228, -19.3590, -6.7029)  0.419
C (12.6644, -18.6007, -0.7284)  -0.632
O (13.3649, -18.6856, -1.7475)  -0.639
N (12.5804, -19.6918, 0.1072)  0.393
C (11.9710, -19.5665, 1.4428)  -1.135
C (13.1066, -21.0033, -0.3074)  -1.361
H (12.4342, -17.6258, -0.2716)  0.565
H (12.5451, -19.9257, 2.2968)  0.392
H (11.1773, -20.2873, 1.6389)  0.422
H (11.5183, -18.6135, 1.7165)  0.310
H (13.2169, -21.1099, -1.3866)  -0.629
H (14.0356, -21.1537, 0.2426)  1.266
H (12.4595, -21.7453, 0.1603)  0.429
C (16.1633, -21.4562, 0.3570)  0.923
O (15.1702, -22.0309, 0.6952)  -0.741
N (17.4267, -21.9131, 0.6431)  0.187
C (18.6256, -21.2510, -0.0211)  -0.906
C (17.6309, -23.2081, 1.2488)  -0.989
H (16.0378, -20.4885, -0.1530)  -0.427
H (19.4160, -21.0064, 0.6885)  1.529
H (18.4045, -20.4269, -0.6994)  0.115
H (19.0193, -22.0381, -0.6642)  -0.899
H (16.8170, -23.6116, 1.8511)  0.313
H (17.7562, -23.9676, 0.4770)  0.094
H (18.5262, -23.2328, 1.8700)  0.410
C (19.6940, -18.8814, 0.5426)  -0.153
O (19.8555, -19.4336, 1.5772)  -0.570
N (20.0817, -19.4277, -0.6778)  0.612
C (19.7297, -18.7257, -1.8910)  -1.606
C (20.5113, -20.7340, -0.9122)  -1.695
H (19.1762, -17.9170, 0.4246)  0.502
H (18.7605, -18.2295, -1.9414)  -0.256
H (19.7541, -19.3725, -2.7680)  0.956
H (20.4184, -17.8917, -2.0256)  0.356
H (19.9217, -21.3413, -1.5990)  0.483
H (21.5542, -20.8272, -1.2152)  0.180
H (20.5287, -21.3948, -0.0455)  0.617
C (18.2477, -22.1825, -2.6670)  0.494
O (19.4322, -21.7938, -2.5012)  -0.429
N (17.6973, -23.3207, -2.1068)  0.557
C (18.4451, -24.1718, -1.1369)  -1.047
C (16.3715, -23.7139, -2.4823)  -0.480
H (17.5202, -21.6144, -3.2672)  -0.017
H (17.6950, -24.6741, -0.5260)  0.470
H (19.2469, -23.6348, -0.6300)  0.156
H (18.7094, -24.9829, -1.8154)  0.519
H (16.3560, -24.6068, -3.1073)  0.443
H (15.6251, -23.9440, -1.7219)  0.360
H (15.8935, -22.9099, -3.0419)  -0.239
C (20.4545, -18.5474, -6.4270)  0.052
O (19.5597, -18.6562, -7.2736)  -0.420
N (20.1727, -18.0188, -5.2384)  0.477
C (21.1857, -17.6729, -4.3326)  -1.038
C (18.7895, -17.7173, -4.8204)  0.814
H (21.5287, -18.7155, -6.6004)  0.330
H (21.3524, -16.5965, -4.3744)  0.386
H (22.2030, -17.9782, -4.5774)  0.449
H (21.0076, -18.0802, -3.3373)  0.403
H (18.6124, -18.1237, -3.8246)  0.261
H (18.5303, -16.6774, -4.6220)  -0.160
H (18.0621, -18.2162, -5.4609)  -2.182
C (12.9239, -19.0641, -6.5866)  -0.255
O (12.2679, -18.3769, -7.3806)  -0.771
N (12.5360, -19.3219, -5.3038)  0.318
C (13.5402, -19.8316, -4.3430)  -0.111
C (11.2828, -18.8398, -4.7224)  -1.138
H (13.8967, -19.5507, -6.7571)  0.806
H (14.2828, -20.5347, -4.7202)  0.353
H (13.0077, -20.3576, -3.5506)  0.497
H (14.0673, -18.9708, -3.9315)  1.047
H (10.8872, -18.0928, -5.4104)  0.714
H (10.5590, -19.6375, -4.5552)  0.161
H (11.5217, -18.2593, -3.8313)  0.267
C (13.7972, -16.4964, -1.1807)  0.812
O (13.1726, -15.7872, -0.3538)  -0.794
N (13.8257, -16.3510, -2.5313)  0.649
C (14.4467, -17.3357, -3.4050)  -0.955
C (13.3978, -15.1007, -3.1781)  -1.066
H (14.4174, -17.3934, -1.0292)  -0.348
H (14.9443, -18.0370, -2.7352)  -0.758
H (15.1560, -16.8398, -4.0677)  0.856
H (13.6779, -17.8372, -3.9928)  0.266
H (12.8863, -15.4282, -4.0832)  0.337
H (12.6617, -14.5061, -2.6370)  0.367
H (14.2924, -14.5240, -3.4132)  0.294
O (11.2629, -22.7587, -2.3608)  -0.621
C (11.0795, -21.7082, -2.9373)  0.991
O (11.3267, -21.3399, -4.2120)  -0.179
C (11.6049, -22.3480, -5.1690)  -0.943
C (13.1129, -22.7553, -5.0885)  -0.459
C (10.4858, -20.5257, -2.1656)  -0.521
H (11.4245, -21.8761, -6.1348)  0.430
H (10.9257, -23.1928, -5.0546)  0.544
H (13.9313, -22.0385, -5.1550)  0.635
H (13.2669, -23.4849, -5.8836)  0.510
H (13.3344, -23.2130, -4.1244)  0.139
H (9.4457, -20.7669, -1.9466)  0.562
H (10.5372, -19.5687, -2.6850)  0.008
H (11.1817, -20.3437, -1.3467)  -0.249
O (15.6140, -18.8521, -3.7482)  -0.484
C (16.4188, -19.4992, -3.1573)  -0.257
O (16.2552, -20.1958, -2.0215)  0.300
C (14.8436, -20.4660, -1.7459)  0.029
C (14.3630, -21.5953, -2.7059)  -1.443
C (17.8766, -19.3229, -3.5140)  -1.205
H (14.2107, -19.6018, -1.9478)  0.514
H (14.6639, -20.6710, -0.6905)  0.217
H (13.3361, -21.8795, -2.4760)  1.263
H (14.9703, -22.4905, -2.5721)  -1.022
H (14.3093, -21.3087, -3.7562)  -1.363
H (18.1068, -20.1579, -4.1757)  1.274
H (18.5005, -19.1789, -2.6319)  0.226
H (17.9868, -18.3850, -4.0583)  1.522

Forces on atoms 1 to 2 (eV/Å):
-2.650 0.766 2.497
-4.367 8.016 2.161

Output
Energy above the lowest of the compared OMol25 structures with the same formula, charge and spin, kcal per mole: 1026.15
Orbital gap, eV: 7.8


| no. | HOMO level (eV) |
| --- | --- |
| 1 | -10.71 |
| 2 | -7.66 |